DFT (wB97M-V/def2-TZVPD) results for a molecular structure, C25H20Cl5F3NO3Tm in a non-equilibrium geometry.

Computed properties:
<S²>: 2.002
LUMO level (Ha): 0.14354
Total energy (hartree): -4930.94718
Frontier orbital gap (eV): 4.0108
Multiplicity: 3
Charge: -2

Last column: Mulliken spin population.
Positions of all 58 atoms, in Å:
1 Tm 0.872 1.641 0.070  2.035
2 Cl -1.452 3.632 -0.221  0.000
3 C -1.006 3.875 1.464  -0.003
4 C -0.040 3.026 1.973  -0.002
5 C 0.329 3.338 3.279  0.000
6 Cl 1.566 2.384 4.068  0.000
7 C -0.228 4.378 4.017  0.000
8 Cl 0.290 4.715 5.641  0.000
9 C -1.223 5.172 3.447  0.000
10 Cl -1.957 6.462 4.345  0.000
11 C -1.619 4.917 2.140  0.000
12 Cl -2.847 5.890 1.390  0.000
13 O -1.162 0.785 -0.860  -0.004
14 C -0.548 -0.366 -1.480  -0.001
15 C 0.751 0.101 -2.174  -0.004
16 O 1.362 -0.678 -2.877  0.000
17 O 1.084 1.354 -1.940  0.000
18 C -0.154 -1.307 -0.186  -0.008
19 C 0.177 -2.694 -0.660  0.001
20 C -0.651 -3.761 -0.492  0.000
21 C -1.867 -3.725 0.244  0.000
22 C -2.145 -2.513 0.888  0.000
23 C -1.364 -1.380 0.737  0.000
24 C -1.462 -0.920 -2.567  0.000
25 C -2.590 -0.197 -2.959  0.000
26 C -3.433 -0.656 -3.968  0.000
27 C -3.162 -1.854 -4.612  0.000
28 C -2.032 -2.572 -4.241  0.000
29 C -1.187 -2.110 -3.240  0.000
30 H -1.789 0.360 -0.225  0.000
31 H 1.094 -2.820 -1.227  0.000
32 H -0.337 -4.709 -0.929  0.000
33 H -2.485 -4.603 0.376  0.000
34 H -2.971 -2.469 1.595  0.000
35 H -1.477 -0.564 1.446  0.000
36 H -2.812 0.737 -2.465  0.000
37 H -4.301 -0.069 -4.248  0.000
38 H -3.818 -2.220 -5.394  0.000
39 H -1.799 -3.508 -4.737  0.000
40 H -0.300 -2.669 -2.978  0.000
41 C 3.227 -1.329 -0.028  0.000
42 C 2.136 -1.142 1.035  -0.001
43 C 2.694 -0.212 2.120  -0.002
44 C 1.894 -2.491 1.749  0.000
45 N 0.927 -0.483 0.496  -0.011
46 H 4.149 -1.717 0.429  0.000
47 H 3.456 -0.378 -0.515  0.000
48 H 2.907 -2.021 -0.808  0.000
49 H 3.666 -0.585 2.466  0.000
50 H 1.999 -0.184 2.959  0.000
51 H 2.848 0.813 1.770  0.000
52 H 2.737 -2.685 2.430  0.000
53 H 1.803 -3.329 1.062  0.000
54 H 0.970 -2.444 2.332  0.000
55 F 1.657 3.841 -0.377  0.000
56 C 2.773 3.495 0.529  0.000
57 F 3.749 4.269 0.038  0.000
58 F 3.098 2.179 -0.131  0.000

***

DFT (wB97M-V/def2-TZVPD) results for a molecular structure, C4H8O2.

Computed properties:
Energy relative to the best compared isomer or geometry (same formula, charge and spin) (eV): 3.5549
LUMO level (Ha): 0.02667
Total energy (hartree): -307.58179
Frontier orbital gap (eV): 10.5100
Multiplicity: 1
Charge: 0

Last column: Mulliken charge in e.
Positions of all 14 atoms, in Å:
1 C 1.137 -0.377 -1.563  -1.023
2 C 0.095 0.524 -0.951  0.041
3 O 0.409 1.255 0.074  -0.558
4 C -1.084 0.414 0.697  0.756
5 O -2.092 1.046 0.642  -0.548
6 C -0.408 -0.294 1.843  -0.865
7 H 1.851 0.257 -2.102  0.314
8 H 1.686 -0.903 -0.778  0.263
9 H 0.703 -1.090 -2.269  0.338
10 H -0.676 0.906 -1.644  0.401
11 H -0.836 -0.371 -0.339  0.031
12 H 0.505 -0.798 1.531  0.244
13 H -1.121 -1.017 2.252  0.326
14 H -0.169 0.449 2.607  0.280

***

DFT (wB97M-V/def2-TZVPD) results for a molecular structure, C9H9BiN4O4S3Sb in a non-equilibrium geometry.

Computed properties:
<S²>: 0.758
LUMO level (alpha / beta) (Ha): -0.00895 / -0.04354
Total energy (hartree): -2517.89173
Frontier orbital gap (alpha / beta) (eV): 7.5116 / 7.0958
Multiplicity: 2
Charge: 0

Last column: Mulliken spin population.
Positions of all 31 atoms, in Å:
1 Bi -1.248 0.840 -0.918  -0.021
2 C 3.039 2.726 -0.118  0.017
3 C 2.686 1.270 -0.018  -0.007
4 N 1.540 0.658 -0.206  0.007
5 C 1.785 -0.710 -0.083  0.000
6 C 3.115 -0.918 0.086  -0.001
7 N 3.659 0.356 0.187  0.001
8 C 4.020 -2.044 0.260  0.000
9 O 3.516 -3.292 0.074  0.000
10 O 5.172 -1.854 0.506  0.000
11 C 0.634 -1.696 -0.190  -0.004
12 O 0.813 -2.879 -0.028  0.000
13 O -0.539 -1.135 -0.351  -0.005
14 H 3.485 3.052 -1.058  -0.004
15 H 3.646 2.996 0.654  0.002
16 H 2.180 3.411 0.033  -0.009
17 H 4.657 0.453 0.231  0.000
18 H 2.531 -3.232 -0.039  0.000
19 S -3.113 3.227 -0.356  0.475
20 Sb -1.501 3.578 1.269  -0.044
21 S -1.008 1.157 1.569  -0.003
22 S -0.417 3.684 -0.938  0.591
23 N -4.432 -1.930 0.237  0.000
24 C -5.244 -0.969 -0.149  -0.001
25 C -4.473 0.088 -0.575  0.001
26 N -3.163 -0.313 -0.381  -0.005
27 C -3.161 -1.523 0.124  0.002
28 H -4.674 -2.852 0.622  0.000
29 H -6.297 -1.042 0.049  0.000
30 H -4.882 1.080 -0.794  0.005
31 H -2.326 -2.184 0.302  0.000

***

DFT (wB97M-V/def2-TZVPD) results for a molecular structure, C31H23AsFeN6O2S2.

Computed properties:
<S²>: 0.773
LUMO level (alpha / beta) (Ha): -0.13338 / -0.13628
Total energy (hartree): -5969.90882
Frontier orbital gap (alpha / beta) (eV): 7.0498 / 6.9885
Multiplicity: 2
Charge: +1

Last column: Mulliken spin population.
Positions of all 66 atoms, in Å:
1 Fe -1.517 -0.571 1.009  1.102
2 S -0.835 -1.551 2.865  -0.018
3 C 0.937 -1.632 2.860  0.001
4 C 1.576 -2.088 4.021  0.004
5 C 2.953 -2.143 4.080  -0.002
6 C 3.732 -1.741 2.996  0.005
7 C 3.109 -1.295 1.841  -0.001
8 C 1.718 -1.251 1.777  0.009
9 As 0.770 -0.758 0.193  -0.025
10 C 0.868 -2.325 -0.937  0.002
11 C 0.243 -2.294 -2.184  -0.004
12 C 0.215 -3.429 -2.980  0.001
13 C 0.802 -4.605 -2.528  0.000
14 C 1.421 -4.639 -1.288  0.000
15 C 1.459 -3.502 -0.490  -0.002
16 C 1.871 0.573 -0.650  -0.003
17 C 2.348 0.438 -1.947  -0.002
18 C 3.139 1.441 -2.492  0.001
19 C 3.444 2.573 -1.751  -0.002
20 C 2.959 2.709 -0.455  0.001
21 C 2.169 1.712 0.094  -0.002
22 H 0.985 -2.390 4.876  0.001
23 H 3.430 -2.494 4.986  0.000
24 H 4.811 -1.780 3.054  0.000
25 H 3.696 -0.984 0.985  0.000
26 H -0.212 -1.378 -2.545  0.000
27 H -0.259 -3.396 -3.953  0.000
28 H 0.778 -5.493 -3.145  0.000
29 H 1.882 -5.554 -0.938  0.000
30 H 1.945 -3.536 0.477  0.001
31 H 2.130 -0.449 -2.531  0.000
32 H 3.522 1.332 -3.498  0.000
33 H 4.064 3.349 -2.180  0.000
34 H 3.202 3.587 0.128  0.000
35 H 1.804 1.814 1.112  -0.001
36 S -1.715 6.254 -1.936  0.000
37 N -1.216 5.757 -0.487  0.000
38 C -1.416 4.449 -0.444  0.001
39 C -1.121 3.587 0.685  0.004
40 C -0.624 4.040 1.909  -0.005
41 C -0.414 3.123 2.913  0.001
42 C -0.685 1.776 2.677  -0.003
43 N -1.143 1.341 1.513  -0.030
44 C -1.373 2.227 0.529  0.005
45 C -1.943 1.688 -0.702  -0.009
46 N -2.169 0.362 -0.716  -0.025
47 C -2.778 -0.163 -1.768  0.007
48 C -3.152 0.592 -2.876  -0.003
49 C -2.888 1.945 -2.890  0.010
50 C -2.275 2.514 -1.773  0.001
51 C -1.978 3.928 -1.637  -0.003
52 N -2.193 4.850 -2.562  0.000
53 H -0.427 5.094 2.048  0.000
54 H -0.047 3.422 3.885  0.000
55 H -0.539 1.020 3.437  0.001
56 H -3.005 -1.221 -1.728  -0.001
57 H -3.651 0.107 -3.702  0.000
58 H -3.157 2.571 -3.731  0.000
59 N -2.063 -2.386 0.354  -0.029
60 N -3.476 -2.447 0.459  0.004
61 C -4.047 -1.509 1.371  -0.001
62 O -5.183 -1.638 1.739  0.008
63 O -3.241 -0.520 1.663  0.003
64 H -1.776 -2.581 -0.603  0.001
65 H -1.603 -3.056 0.970  0.002
66 H -3.863 -3.377 0.542  0.000